No. 1
Formula: C24H40BeN2O18
Source: the OMol25 dataset
Level of theory: ωB97M-V with the def2-TZVPD basis set

Summary:
2S+1	1
orbital gap	1.76	eV
ΔE to the lowest compared entry with this formula, charge and spin	28.1	kcal/mol
calculated total energy	-65752.142	eV

The geometry in XYZ format:
```
85
Properties=species:S:1:pos:R:3:lowdin_charge:R:1
Be 0.48 -0.67 -0.87 0.578
N 4.71 3.33 -3.42 -0.658
O 3.99 2.40 -3.24 0.140
O 4.37 4.36 -3.98 0.123
O 5.88 3.24 -3.10 0.130
N -4.18 3.62 -1.35 -0.621
O -3.70 2.53 -1.22 0.127
O -4.35 4.39 -0.36 0.079
O -4.52 3.93 -2.49 0.104
C 1.73 -5.83 1.58 -0.129
O 1.59 -5.28 0.27 -0.184
C 2.28 -6.11 -0.76 -0.157
C 2.41 -5.20 -1.98 -0.221
O 3.10 -3.97 -1.78 -0.203
C 4.56 -3.90 -1.87 -0.066
H 1.74 -6.91 1.71 0.079
H 0.81 -5.61 2.12 0.081
H 2.57 -5.38 2.12 0.086
H 1.85 -7.10 -0.90 0.121
H 3.32 -6.35 -0.50 0.109
H 1.42 -5.02 -2.41 0.123
H 2.87 -5.79 -2.77 0.116
H 5.12 -4.65 -1.32 0.074
H 4.96 -2.92 -1.58 0.088
H 4.81 -4.19 -2.89 0.078
O 1.82 4.69 1.07 0.103
C 2.02 5.90 1.06 -0.425
O 3.08 6.41 1.77 0.025
C 2.84 7.74 1.97 -0.208
C 2.12 8.13 0.65 -0.167
C 1.21 6.98 0.40 -0.084
H 3.75 8.33 2.09 0.130
H 2.16 7.88 2.81 0.128
H 2.80 8.43 -0.14 0.123
H 1.51 8.98 0.97 0.111
H 1.13 6.81 -0.67 0.131
H 0.18 7.11 0.74 0.135
O -4.42 -3.40 -1.58 0.081
C -5.62 -3.60 -1.40 -0.476
O -5.98 -4.34 -0.36 0.024
C -7.39 -4.39 -0.07 -0.132
C -7.98 -3.83 -1.39 -0.146
C -6.84 -3.01 -2.05 -0.061
H -7.69 -3.80 0.80 0.119
H -7.68 -5.41 0.17 0.120
H -8.87 -3.22 -1.26 0.109
H -8.25 -4.68 -2.01 0.110
H -6.91 -1.93 -1.90 0.129
H -6.93 -3.18 -3.12 0.123
O 4.88 -0.98 3.07 0.097
C 5.89 -0.96 3.77 -0.415
O 6.37 -2.09 4.40 0.006
C 7.52 -1.88 5.12 -0.231
C 7.44 -0.42 5.41 -0.159
C 6.90 0.17 4.08 -0.049
H 8.35 -2.15 4.45 0.132
H 7.55 -2.44 6.05 0.133
H 8.45 -0.04 5.57 0.116
H 6.77 -0.31 6.26 0.126
H 7.60 0.27 3.26 0.125
H 6.38 1.13 4.13 0.120
O -1.01 0.07 -6.20 0.065
C -1.57 0.79 -7.06 -0.343
O -2.93 0.69 -7.46 -0.006
C -3.23 1.50 -8.55 -0.179
C -2.08 2.54 -8.46 -0.185
C -0.86 1.85 -7.93 -0.084
H -4.19 2.00 -8.47 0.126
H -3.19 0.89 -9.46 0.123
H -2.40 3.28 -7.74 0.117
H -1.93 3.18 -9.33 0.114
H -0.23 2.49 -7.31 0.127
H -0.23 1.42 -8.71 0.126
O -2.52 -0.51 4.12 0.085
C -3.16 -0.19 5.13 -0.428
O -2.85 -0.69 6.39 0.007
C -3.71 -0.11 7.37 -0.157
C -4.87 0.42 6.53 -0.171
C -4.23 0.89 5.22 -0.075
H -3.26 0.79 7.77 0.121
H -3.96 -0.79 8.19 0.127
H -5.29 1.35 6.92 0.110
H -5.68 -0.29 6.36 0.119
H -3.73 1.86 5.23 0.134
H -4.82 0.74 4.32 0.128
```


No. 2
Formula: C37H48Br2IO6S2SbSiSn
Source: the OMol25 dataset
Level of theory: ωB97M-V with the def2-TZVPD basis set

Summary:
2S+1	1
charge	-2
orbital gap	5.59	eV
ΔE to the lowest compared entry with this formula, charge and spin	0.0	kcal/mol
calculated total energy	-241540.446	eV

The geometry in XYZ format:
```
99
Properties=species:S:1:pos:R:3:lowdin_charge:R:1
Sn 0.42 -0.57 0.88 0.716
Br -3.51 -0.78 1.78 0.569
C -4.03 0.98 1.17 -1.045
Br -2.53 2.09 0.71 0.615
H -4.58 1.45 1.97 -0.011
H -4.64 0.84 0.28 -0.040
O 0.86 -0.80 -2.34 -0.397
S 2.21 -0.77 -1.83 0.451
O 3.09 -1.81 -2.32 -0.312
O 2.26 -0.69 -0.34 -0.562
C 2.97 0.77 -2.39 -0.197
C 4.20 0.62 -3.02 -0.068
C 4.89 1.71 -3.53 -0.094
C 4.35 2.98 -3.40 -0.094
C 3.13 3.14 -2.77 -0.069
C 2.42 2.06 -2.26 -0.199
S 0.85 2.48 -1.47 0.416
O -0.18 2.11 -2.41 -0.370
O 0.93 3.91 -1.22 -0.340
O 0.87 1.69 -0.24 -0.516
H 4.59 -0.38 -3.11 0.100
H 5.85 1.56 -4.01 0.093
H 4.88 3.84 -3.79 0.093
H 2.70 4.13 -2.64 0.101
C -0.10 -1.65 4.45 -0.150
C 0.55 -0.28 4.64 -0.635
C -0.60 0.73 4.63 -0.121
C 1.18 -0.23 6.04 -0.106
Si 1.80 0.08 3.17 0.720
C 3.46 -0.93 3.45 -0.621
C 3.19 -2.34 3.98 -0.134
C 4.47 -0.27 4.41 -0.117
C 4.16 -1.12 2.09 -0.122
C 2.20 2.00 3.14 -0.616
C 3.30 2.24 2.09 -0.105
C 2.66 2.61 4.47 -0.109
C 0.99 2.83 2.68 -0.117
H -0.79 -1.85 5.28 0.079
H 0.61 -2.47 4.40 0.039
H -0.68 -1.69 3.52 0.014
H -1.39 0.39 5.31 0.079
H -1.05 0.84 3.64 0.056
H -0.29 1.72 4.97 0.058
H 0.39 -0.39 6.80 0.075
H 1.64 0.73 6.26 0.057
H 1.93 -1.01 6.19 0.053
H 2.81 -2.35 5.00 0.055
H 4.14 -2.90 3.98 0.079
H 2.50 -2.89 3.34 -0.017
H 4.04 -0.09 5.40 0.063
H 4.85 0.68 4.03 0.055
H 5.33 -0.94 4.54 0.074
H 3.55 -1.74 1.43 0.049
H 5.12 -1.64 2.25 0.080
H 4.36 -0.19 1.57 0.061
H 4.26 1.81 2.39 0.056
H 3.44 3.32 1.95 0.083
H 3.02 1.82 1.12 0.066
H 3.51 2.09 4.92 0.050
H 1.85 2.61 5.21 0.057
H 2.95 3.65 4.31 0.077
H 0.60 2.49 1.72 0.027
H 1.32 3.87 2.53 0.086
H 0.19 2.85 3.41 0.050
C -2.29 1.03 -7.06 -0.121
C -2.19 1.93 -6.01 -0.100
C -2.13 1.48 -4.70 -0.146
C -2.20 0.12 -4.41 -0.340
C -2.29 -0.78 -5.47 -0.117
C -2.33 -0.33 -6.78 -0.109
Sb -2.19 -0.48 -2.33 1.555
C -4.36 -0.25 -2.17 -0.380
C -4.98 0.93 -2.58 -0.133
C -6.32 1.18 -2.31 -0.110
C -7.08 0.25 -1.61 -0.122
C -6.48 -0.94 -1.19 -0.109
C -5.14 -1.18 -1.47 -0.175
C -2.32 -2.59 -2.70 -0.371
C -1.31 -3.39 -2.17 -0.140
C -1.33 -4.77 -2.31 -0.091
C -2.37 -5.38 -2.99 -0.112
C -3.39 -4.60 -3.54 -0.113
C -3.36 -3.22 -3.39 -0.166
H -2.32 1.38 -8.09 0.086
H -2.12 3.00 -6.22 0.094
H -1.99 2.20 -3.90 0.078
H -2.32 -1.84 -5.28 0.079
H -2.40 -1.05 -7.60 0.090
H -4.41 1.68 -3.12 0.087
H -6.77 2.11 -2.63 0.092
H -8.12 0.44 -1.39 0.087
H -7.06 -1.67 -0.64 0.095
H -4.69 -2.10 -1.13 0.089
H -0.49 -2.93 -1.62 0.025
H -0.55 -5.36 -1.85 0.092
H -2.40 -6.45 -3.10 0.088
H -4.21 -5.07 -4.08 0.088
H -4.17 -2.62 -3.81 0.096
I 0.62 -3.64 1.22 -0.036
```


No. 3
Formula: C3H7ClO
Source: the OMol25 dataset
Level of theory: ωB97M-V with the def2-TZVPD basis set

Summary:
2S+1	1
orbital gap (alpha / beta)	7.31 / 7.12	eV
ΔE to the lowest compared entry with this formula, charge and spin	97.1	kcal/mol
calculated total energy	-17789.821	eV

The geometry in XYZ format:
```
12
Properties=species:S:1:pos:R:3:lowdin_charge:R:1
C 0.44 1.06 0.62 -0.121
C 0.41 -1.42 0.00 -0.073
C 0.61 0.01 -0.31 -0.094
O -1.85 0.18 -1.37 -0.823
Cl -2.43 1.22 -0.31 0.544
H 0.58 0.77 1.66 0.097
H 0.99 1.96 0.37 0.096
H -0.67 1.36 0.54 -0.010
H 0.27 -1.60 1.06 0.086
H 1.25 -2.01 -0.38 0.091
H -0.47 -1.77 -0.55 0.091
H 0.85 0.24 -1.34 0.116
```


No. 4
Formula: C4H13N3
Source: the OMol25 dataset
Level of theory: ωB97M-V with the def2-TZVPD basis set

Summary:
SMILES	[H]/N=C(/C)NC.CN
2S+1	1
orbital gap	9.21	eV
ΔE to the lowest compared entry with this formula, charge and spin	30.1	kcal/mol
calculated total energy	-8828.109	eV

The geometry in XYZ format:
```
20
Properties=species:S:1:pos:R:3:lowdin_charge:R:1
H -0.89 0.84 1.81 0.038
N -1.02 -0.10 1.45 0.131
C -0.82 -0.24 0.20 -0.505
C -1.06 -1.60 -0.41 -0.052
N -0.90 0.82 -0.82 -0.080
C -1.19 2.19 -0.44 -0.123
H -0.35 -1.78 -1.21 0.072
H -2.07 -1.65 -0.83 0.080
H -0.96 -2.37 0.35 0.078
H -1.27 0.55 -1.71 0.111
H -0.51 2.50 0.35 0.072
H -1.03 2.85 -1.29 0.080
H -2.21 2.30 -0.06 0.082
C 2.25 -1.16 0.50 -0.203
N 1.87 0.18 0.08 -0.079
H 1.57 -1.55 1.27 0.055
H 3.25 -1.13 0.94 0.063
H 2.24 -1.82 -0.36 0.067
H 1.89 0.83 0.86 0.063
H 1.21 0.33 -0.71 0.050
```